A 18-piece molecular cluster, C30H19Br2Cl72N2O3S overall at a distorted geometry. Source: the Open Molecules 2025 dataset; level of theory: wB97M-V/def2-TZVPD.

```
129
Properties=species:S:1:pos:R:3:mulliken_charge:R:1
C 4.7556 1.1069 -2.1557 -0.859
C 3.5541 0.4442 -2.8164 -0.160
O 2.6515 1.4418 -3.3077 -0.062
C 1.3910 0.9422 -3.6803 -0.177
C 0.2897 1.6172 -2.8687 -0.365
N -0.1463 0.7990 -1.7279 0.670
C 0.4518 0.7818 -0.4773 -0.491
S 1.8304 1.6578 0.1088 -0.093
C -0.2668 -0.1107 0.2639 0.123
O -0.1280 -0.4932 1.5264 -0.189
N -1.2559 -0.6344 -0.5292 0.606
C -2.1774 -1.6627 -0.0300 -1.399
C -1.4951 -3.0459 -0.0310 0.441
C -1.8805 -3.9260 -1.2328 -1.134
Br -1.7607 -3.9583 1.6519 -0.129
C -1.1740 -0.0505 -1.7364 0.399
C -2.0839 -0.2772 -2.8924 -0.856
C -3.1062 0.8406 -2.8374 0.443
O -2.9780 1.8476 -3.4438 -0.406
Br -4.5777 0.6135 -1.6457 -0.015
H 4.7863 0.8362 -1.1027 0.299
H 4.6395 2.1837 -2.2181 -0.139
H 5.6898 0.7926 -2.6104 0.367
H 3.8530 -0.1914 -3.6536 0.301
H 3.0360 -0.1852 -2.0863 0.227
H 1.2354 1.1144 -4.7445 -0.091
H 1.3557 -0.1403 -3.5227 0.522
H 0.6982 2.5264 -2.4382 -0.526
H -0.5660 1.8217 -3.5029 0.674
H 1.5202 2.8597 -0.3920 0.128
H 0.0544 0.2809 2.0847 0.257
H -2.4760 -1.3867 0.9755 0.543
H -3.0505 -1.6748 -0.6725 0.524
H -0.4250 -2.8724 -0.1058 0.183
H -2.3388 -4.8515 -0.9028 0.401
H -2.5570 -3.4036 -1.9068 0.227
H -0.9901 -4.1812 -1.8022 0.298
H -2.5384 -1.2620 -2.8373 0.240
H -1.5704 -0.2017 -3.8475 0.342
C 1.0680 0.3044 -8.2862 0.291
Cl 1.2891 -0.7161 -6.8506 -0.087
Cl 2.5528 0.3012 -9.2203 -0.042
Cl -0.2585 -0.3283 -9.2568 -0.083
Cl 0.6897 1.9546 -7.7710 -0.096
C 2.9178 -3.6817 -9.7330 0.255
Cl 4.0228 -2.9383 -8.5715 0.022
Cl 3.4664 -5.3118 -10.1133 -0.097
Cl 1.2978 -3.7523 -9.0246 -0.081
Cl 2.8755 -2.7154 -11.2099 -0.085
C 4.5819 5.6310 -2.9083 0.223
Cl 5.5240 5.0190 -1.5412 -0.108
Cl 5.6411 6.0131 -4.2586 -0.083
Cl 3.4361 4.3767 -3.4067 -0.005
Cl 3.7025 7.0791 -2.4131 -0.097
C 2.1784 -1.3308 4.3268 0.299
Cl 2.7093 -1.7804 5.9367 -0.042
Cl 3.5223 -1.4749 3.1857 -0.115
Cl 0.8488 -2.3696 3.8246 0.014
Cl 1.6186 0.3620 4.3475 -0.184
C -7.0372 4.2774 -1.6882 0.244
Cl -7.3488 3.2859 -0.2556 -0.110
Cl -5.5315 3.7351 -2.4351 -0.037
Cl -8.3649 4.1010 -2.8335 -0.084
Cl -6.8944 5.9689 -1.2109 -0.072
C -2.4462 -4.3563 6.0187 0.244
Cl -3.8720 -3.3509 5.7584 -0.002
Cl -2.3245 -5.5352 4.6954 -0.135
Cl -0.9930 -3.3484 6.0162 -0.023
Cl -2.5927 -5.1913 7.5588 -0.081
C -3.5350 -9.5618 7.4695 0.225
Cl -3.2098 -8.4220 6.1597 -0.004
Cl -4.6227 -8.8100 8.6401 -0.092
Cl -4.2932 -11.0169 6.8118 -0.095
Cl -2.0179 -9.9916 8.2542 -0.053
C 2.7080 0.5482 9.5658 0.271
Cl 2.3085 0.7712 7.8573 -0.034
Cl 1.4946 1.3368 10.5720 -0.098
Cl 2.7378 -1.1842 9.9214 -0.100
Cl 4.2967 1.2357 9.8797 -0.054
C -2.5838 4.4102 0.8753 0.096
Cl -3.7188 5.7439 1.0112 -0.064
Cl -2.8677 3.5694 -0.6547 0.140
Cl -0.9293 5.0212 0.8953 -0.038
Cl -2.8202 3.2904 2.2240 -0.100
C 0.7071 -12.2266 5.7338 0.329
Cl -1.0293 -11.9539 5.8628 -0.025
Cl 1.5602 -10.9832 6.6583 -0.107
Cl 1.1066 -13.8174 6.3808 -0.093
Cl 1.2003 -12.1379 4.0395 -0.103
C 0.2653 7.1277 -2.4268 0.104
Cl 1.5976 7.3650 -1.2939 -0.112
Cl 0.0724 5.3940 -2.7547 0.158
Cl -1.2238 7.7608 -1.7209 -0.063
Cl 0.6030 7.9564 -3.9390 -0.036
C -7.8640 -2.9571 6.3940 0.298
Cl -9.4250 -2.2181 6.0422 -0.100
Cl -7.6166 -4.3521 5.3388 -0.093
Cl -6.5748 -1.7755 6.1058 -0.111
Cl -7.8074 -3.4787 8.0745 0.008
C 7.5340 -1.6656 -7.3205 0.279
Cl 6.8988 -1.1397 -8.8790 -0.071
Cl 6.3199 -1.3396 -6.0664 -0.044
Cl 7.8660 -3.3954 -7.3715 -0.080
Cl 9.0116 -0.7838 -6.9463 -0.096
C -7.1130 -4.3180 11.9357 0.340
Cl -7.2135 -5.0784 13.5216 -0.098
Cl -5.5618 -4.7113 11.1847 -0.058
Cl -8.4215 -4.9155 10.9081 -0.107
Cl -7.2566 -2.5675 12.1038 -0.089
C -1.7628 7.5122 -7.6468 0.219
Cl -0.3564 8.5530 -7.8825 -0.099
Cl -3.1895 8.4940 -7.3141 -0.014
Cl -2.0358 6.5534 -9.1021 -0.103
Cl -1.4672 6.4388 -6.2731 0.000
C 7.8050 -1.0428 9.0571 0.330
Cl 6.3484 -0.7084 8.1149 -0.031
Cl 7.6651 -0.2749 10.6409 -0.100
Cl 7.9859 -2.7855 9.2621 -0.095
Cl 9.2127 -0.3971 8.2118 -0.099
C 9.5652 4.5454 -2.7867 0.306
Cl 10.4057 3.8730 -1.3890 -0.093
Cl 10.7264 4.8939 -4.0660 -0.092
Cl 8.3784 3.3714 -3.3778 -0.057
Cl 8.7382 6.0329 -2.3178 -0.069
C -7.4294 8.7987 -5.9419 0.321
Cl -8.8791 9.7985 -5.8978 -0.094
Cl -7.5779 7.5919 -7.2211 -0.104
Cl -6.0198 9.8157 -6.2611 -0.090
Cl -7.2247 7.9803 -4.3897 -0.035
```

Computed properties:
Relative energy (zero: lowest compared OMol25 entry of this formula, charge and spin)   5.62 kcal/mol
Total charge   +1
Gap between HOMO and LUMO   8.59 eV
Maximum force   4.12 eV/A

C30H19Br4N2O4S3Se2Te3Y as an isolated structure. Source: the Open Molecules 2025 dataset; level of theory: wB97M-V/def2-TZVPD.

```
68
Properties=species:S:1:pos:R:3:mulliken_charge:R:1
Y 1.9631 -0.2057 -0.3667 -0.422
Br 2.3472 5.5643 3.8526 -0.205
C 2.1390 3.7860 3.2421 0.167
C 2.0132 2.7485 4.1415 0.239
Br 2.0358 3.0641 6.0053 -0.211
C 1.8406 1.4392 3.6585 -0.075
Br 1.5780 -0.0300 4.8219 -0.122
C 1.7829 1.1596 2.3048 0.101
O 1.5902 -0.0337 1.8136 0.303
C 1.8867 2.2448 1.3621 0.084
O 1.7524 1.9477 0.1012 0.232
C 2.0821 3.5249 1.8616 -0.043
Br 2.2116 4.9157 0.5856 -0.168
Se 4.8324 0.6360 -0.5236 -0.483
Te 5.3445 0.3390 1.8794 -0.232
Te 4.5396 -2.4013 2.1164 -0.272
Se 3.7089 -2.6975 -0.2177 -0.480
S -0.9930 0.1834 -0.6864 0.086
C -1.0932 1.4417 0.4571 -0.254
N -1.0983 1.1288 1.7752 -0.015
C -1.1459 2.0256 2.7878 -0.356
C -1.2327 3.3538 2.5162 -0.748
C -1.2403 3.7491 1.1613 -0.188
C -1.1812 2.8215 0.1609 -0.228
H -0.9132 0.1514 1.9852 0.174
H -1.0775 1.6170 3.7858 0.504
H -1.2369 4.0739 3.3204 0.431
H -1.2610 4.8024 0.9117 0.390
H -1.1480 3.1074 -0.8801 0.314
O -0.7056 0.6185 -6.7718 -0.717
S -0.9404 0.3867 -5.3685 1.186
O -2.2324 -0.1231 -4.9903 -0.602
N 0.2540 -0.5496 -4.7294 -0.612
C 0.9906 0.1280 -3.8898 0.282
S 2.3621 -0.5409 -3.1101 -0.356
C 0.5908 1.5574 -3.7160 0.382
C 1.1905 2.5347 -2.9435 -0.383
C 0.6028 3.7973 -2.9215 -0.823
C -0.5401 4.0778 -3.6601 -0.391
C -1.1305 3.0962 -4.4544 -0.775
C -0.5386 1.8555 -4.4580 0.114
H 2.0776 2.3339 -2.3565 0.788
H 1.0484 4.5624 -2.2995 0.356
H -0.9762 5.0687 -3.6198 0.408
H -2.0157 3.2976 -5.0436 0.420
Te 0.5931 -3.2073 -0.8725 0.679
C -1.5221 -3.1355 -1.1959 0.283
C -1.9211 -2.6218 -2.4286 -0.641
C -3.2654 -2.4409 -2.7201 -0.502
C -4.2299 -2.7837 -1.7825 -0.485
C -3.8390 -3.2988 -0.5539 -0.632
C -2.4927 -3.4703 -0.2580 0.058
C 0.4268 -4.0140 1.0807 -0.167
C 0.6780 -3.2296 2.2019 -0.570
C 0.5726 -3.7879 3.4700 -0.784
C 0.2114 -5.1191 3.6230 -0.410
C -0.0385 -5.9005 2.5039 -0.520
C 0.0751 -5.3507 1.2334 -0.217
H -1.1790 -2.3244 -3.1662 0.359
H -3.5424 -2.0024 -3.6691 0.406
H -5.2808 -2.6358 -2.0019 0.347
H -4.5863 -3.5589 0.1879 0.357
H -2.2079 -3.8538 0.7141 0.341
H 0.9769 -2.1933 2.1111 0.837
H 0.7906 -3.1714 4.3330 0.325
H 0.1339 -5.5508 4.6142 0.367
H -0.3099 -6.9438 2.6157 0.340
H -0.1075 -5.9637 0.3588 0.426
```

Computed properties:
Relative energy (zero: lowest compared OMol25 entry of this formula, charge and spin)   13.31 kcal/mol
Total charge   -2
Gap between HOMO and LUMO   4.87 eV
Maximum force   0.80 eV/A

C30H19BrN3OS2Tc as an isolated structure. Source: the Open Molecules 2025 dataset; level of theory: wB97M-V/def2-TZVPD.

```
57
Properties=species:S:1:pos:R:3:mulliken_charge:R:1
Tc 0.1890 -0.2810 -0.4999 0.281
Br 1.3479 1.3921 6.8975 -0.109
C 1.2415 0.6055 5.2070 -0.388
C 1.7171 -0.6748 4.9976 -0.735
C 1.6580 -1.2468 3.7307 -0.382
C 1.1400 -0.5260 2.6865 0.885
O 1.1179 -1.0453 1.3547 -0.333
C 0.5733 0.7324 2.8814 -0.013
C -0.3217 1.4563 1.9799 0.184
N -0.6438 1.1407 0.7863 0.139
C -1.7649 1.7918 0.1495 -0.023
C -2.2500 3.0373 0.4115 -0.400
C -3.4257 3.4804 -0.2374 -1.036
C -4.0927 2.6690 -1.1104 -0.880
C -3.5857 1.3827 -1.4146 1.160
C -4.1956 0.4834 -2.3223 -0.695
C -3.6083 -0.7186 -2.5787 -1.049
C -2.3782 -1.0262 -1.9715 -0.051
N -1.7912 -0.2187 -1.1147 0.187
C -2.4002 0.9735 -0.8008 0.474
C 0.6483 1.2828 4.1626 -0.826
H 2.1415 -1.2400 5.8176 0.471
H 2.0396 -2.2468 3.5945 0.618
H -0.8516 2.2837 2.4466 0.313
H -1.7488 3.7011 1.1079 0.478
H -3.8024 4.4721 -0.0223 0.458
H -5.0071 3.0038 -1.5872 0.461
H -5.1247 0.7609 -2.8089 0.491
H -4.0487 -1.4300 -3.2642 0.438
H -1.8528 -1.9409 -2.2171 0.411
H 0.2044 2.2562 4.3397 0.505
S 0.2713 -2.6927 -0.2899 -0.284
C 0.8358 -0.3444 -2.4377 0.211
N 0.5008 0.8753 -2.1228 -0.156
C 0.1292 1.6899 -3.1994 -0.155
C -0.3242 3.0042 -3.1599 -0.438
C -0.5742 3.6293 -4.3655 -0.768
C -0.3699 2.9638 -5.5831 -0.481
C 0.0792 1.6571 -5.6262 -0.545
C 0.3109 1.0205 -4.4118 0.862
S 0.8404 -0.6282 -4.1071 -0.112
H -0.4550 3.5168 -2.2129 0.475
H -0.9210 4.6558 -4.3736 0.418
H -0.5648 3.4859 -6.5124 0.414
H 0.2399 1.1519 -6.5711 0.429
C 1.2471 -2.3734 0.9893 0.394
C 2.2533 -3.2166 1.5783 1.063
C 3.4354 -2.6558 2.0741 -0.055
C 4.4410 -3.4826 2.5285 -0.880
C 4.2599 -4.8631 2.5178 -0.437
C 3.0795 -5.4234 2.0405 -0.785
C 2.0764 -4.6060 1.5584 -0.475
H 3.5742 -1.5803 2.0781 0.540
H 5.3672 -3.0555 2.8906 0.455
H 5.0473 -5.5075 2.8873 0.434
H 2.9439 -6.4975 2.0428 0.432
H 1.1520 -5.0339 1.1864 0.410
```

Computed properties:
Total charge   +2
Gap between HOMO and LUMO (spin up / spin down)   6.49 / 6.49 eV
Maximum force   0.68 eV/A